Formula: C5H10O
Source: the Open Molecules 2025 dataset
Level of theory: ωB97M-V/def2-TZVPD

Computed properties:
HOMO-LUMO gap, eV: 11.0
DFT total energy, eV: -7392.8103
SMILES: C[C@H]1C[C@H]1CO
LUMO energy, eV: 1.09
Total charge: 0

Each line ends with the Löwdin charge.
Element x y z (Å)
O  1.27249  -1.10324  1.14531  -0.109
C  -1.72332  -0.69479  0.07478  -0.072
C  -0.93293  0.41162  -0.60152  -0.271
C  -0.01739  1.28118  0.22655  -0.119
C  1.67860  -0.57410  -0.09475  -0.224
C  0.59829  0.38082  -0.79411  -0.200
H  -1.11084  -1.21891  0.81103  0.065
H  -1.54040  0.92283  -1.36512  0.133
H  2.55234  0.08822  0.07057  0.116
H  1.00946  0.71474  -1.75707  0.131
H  1.94826  -1.36349  -0.80603  0.112
H  0.05274  2.36260  0.28303  0.102
H  -2.07892  -1.43553  -0.65017  0.076
H  -2.60405  -0.27930  0.58091  0.078
H  0.77798  -0.34445  1.59415  0.074
H  0.11767  0.85180  1.28244  0.108


Formula: C5H10O
Source: the Open Molecules 2025 dataset
Level of theory: ωB97M-V/def2-TZVPD

Computed properties:
HOMO-LUMO gap, eV: 9.1
DFT total energy, eV: -7391.3572
LUMO energy, eV: 0.41
Total charge: 0

Each line ends with the Löwdin charge.
Element x y z (Å)
O  -1.16644  -1.39935  0.64260  -0.040
C  0.43345  -0.05131  -0.36923  -0.082
C  -1.54623  1.47694  -0.63888  -0.083
C  -0.12309  -1.31747  -0.01507  -0.537
C  1.62470  -1.28205  0.74347  0.049
C  -0.25551  1.17331  0.15434  -0.229
H  -1.99764  2.40043  -0.25184  0.078
H  0.80936  0.05843  -1.39376  0.141
H  -1.34656  1.61495  -1.70803  0.074
H  0.13771  -2.09090  -0.75289  0.132
H  -0.52584  1.01199  1.19923  0.117
H  1.59961  -0.91836  1.75998  0.067
H  0.41371  2.02966  0.06265  0.104
H  1.65472  -2.38602  0.81001  0.086
H  2.54451  -0.97780  0.27451  0.051
H  -2.25646  0.65757  -0.51711  0.073


Formula: C5H10O
Source: the Open Molecules 2025 dataset
Level of theory: ωB97M-V/def2-TZVPD

Computed properties:
HOMO-LUMO gap, eV: 9.3
DFT total energy, eV: -7391.3302
LUMO energy, eV: 1.11
Total charge: 0

Each line ends with the Löwdin charge.
Element x y z (Å)
O  -0.20717  1.59449  0.30132  -0.174
C  0.13552  1.59214  1.68035  -0.115
C  0.64983  -1.38783  -1.22863  -0.156
C  -0.29274  -0.19770  -1.57134  -0.132
C  -0.78554  0.37449  -0.14182  -0.248
C  0.07549  -1.02817  0.14825  -0.158
H  -1.13749  -0.54460  -2.14020  0.099
H  0.40603  -2.38550  -1.65345  0.105
H  0.28163  0.61414  -1.97520  0.102
H  -0.66320  -1.76867  0.44316  0.108
H  1.73819  -1.24477  -1.36672  0.103
H  -1.66691  0.18102  0.48458  0.130
H  0.80338  -0.73128  0.86920  0.076
H  1.12496  1.14166  1.84737  0.081
H  0.17186  2.62670  2.04132  0.088
H  -0.60430  1.04456  2.28718  0.092


- What is the total charge in the second record?
  0